Record 1
The following is a DFT calculation (the ωB97M-V functional and the def2-TZVPD basis) of a cluster of 2 separate species, C33H30BFO4 in total.

Geometry as XYZ:
```
69
Properties=species:S:1:pos:R:3:nbo_charge:R:1
C -1.67 7.12 -1.10 -0.6647
C -0.67 6.16 -0.54 0.3444
C 0.39 6.36 0.29 -0.3410
C 1.10 5.13 0.41 -0.1903
C 0.39 4.07 -0.24 0.1509
B 0.81 0.34 3.08 0.5295
C 1.46 1.68 3.55 0.0462
C 2.50 2.46 3.02 -0.2606
C 3.10 3.17 4.12 -0.3325
C 2.25 2.95 5.20 0.3024
C 2.38 3.17 6.61 -0.6653
O 1.21 2.11 4.84 -0.4293
C -0.68 0.63 3.10 0.0005
C -1.26 1.65 2.37 -0.2202
C -2.64 1.75 2.77 -0.3183
C -2.81 0.73 3.71 0.2758
C -3.84 0.24 4.59 -0.6594
O -1.62 0.03 3.88 -0.4247
C 0.74 3.14 -1.24 0.2238
C -0.14 2.44 -2.08 -0.2729
C 0.62 2.12 -3.22 -0.3195
C 1.84 2.75 -3.11 0.2968
C 3.04 2.92 -3.88 -0.6576
O 1.94 3.36 -1.89 -0.4234
O -0.76 4.82 -0.78 -0.4408
H -1.51 8.16 -0.79 0.2307
H -1.68 7.16 -2.20 0.2345
H -2.68 6.88 -0.75 0.2320
H 0.62 7.31 0.76 0.2225
H 2.05 5.06 0.95 0.2288
H 2.94 2.31 2.03 0.2384
H 4.02 3.75 4.02 0.2295
H 3.28 2.62 6.92 0.2284
H 2.47 4.22 6.90 0.2280
H 1.49 2.75 7.07 0.2389
H -0.69 2.20 1.64 0.2217
H -3.32 2.52 2.42 0.2318
H -4.71 0.90 4.59 0.2286
H -4.14 -0.78 4.32 0.2242
H -3.47 0.12 5.62 0.2297
H -1.18 2.21 -1.84 0.2346
H 0.25 1.45 -4.01 0.2319
H 2.95 2.45 -4.85 0.2263
H 3.20 3.99 -4.03 0.2245
H 3.90 2.49 -3.37 0.2293
F 5.17 -0.08 -2.79 -0.3457
C 3.85 -0.22 -2.46 0.3956
C 3.10 -1.09 -3.23 -0.3205
C 1.76 -1.16 -2.86 -0.1796
C 1.23 -0.43 -1.81 -0.2704
C 1.96 0.53 -1.08 0.0438
C 1.44 1.19 0.15 -0.4870
C 1.95 0.24 1.23 0.1071
C 1.16 -0.77 1.94 -0.3622
C 1.52 -1.19 3.31 -0.3652
C 2.90 -1.00 3.66 -0.0604
C 3.75 -0.43 2.73 -0.2597
C 3.31 0.02 1.48 -0.0618
C 3.33 0.58 -1.45 -0.3365
H 3.55 -1.65 -4.05 0.2320
H 1.13 -1.83 -3.43 0.2101
H 0.20 -0.62 -1.49 0.2131
H 0.42 1.55 0.28 0.2351
H 0.37 -1.31 1.40 0.2712
H 0.88 -1.96 3.78 0.2747
H 3.26 -1.45 4.59 0.2306
H 4.82 -0.33 2.96 0.2333
H 4.04 0.32 0.73 0.2395
H 4.03 1.21 -0.90 0.2186
```

* orbital gap: 0.185 Eh
* HOMO: -6.4 eV
* energy relative to the best compared isomer or geometry (same formula, charge and spin): 624.8 kJ/mol
* LUMO energy: -1.399 eV

Record 2
The following is a DFT calculation (the ωB97M-V functional and the def2-TZVPD basis) of a structure of composition C33H30CeClN5OS3.

Geometry as XYZ:
```
74
Properties=species:S:1:pos:R:3:lowdin_charge:R:1
Ce 6.87 1.74 16.88 0.7223
Cl 8.91 1.62 9.51 0.6683
C 8.18 1.68 11.07 -0.6722
C 6.83 1.32 11.21 -0.0836
C 6.23 1.38 12.44 0.0139
C 6.95 1.86 13.57 -0.3122
O 6.36 1.88 14.74 -0.2676
C 8.30 2.27 13.45 -0.1270
C 9.12 2.73 14.51 -0.0804
N 8.83 2.94 15.75 0.0065
C 9.76 3.62 16.58 -0.1845
C 10.80 4.43 16.12 0.0043
C 11.61 5.22 17.00 -0.0536
C 11.41 5.14 18.35 -0.0225
C 10.34 4.34 18.83 -0.1323
C 10.07 4.29 20.24 0.0034
C 9.03 3.59 20.69 -0.0176
C 8.23 2.89 19.77 -0.1058
N 8.46 2.90 18.49 0.0321
C 9.51 3.63 17.98 -0.1325
C 8.88 2.14 12.17 -0.0465
H 6.29 0.90 10.37 0.1114
H 5.19 1.17 12.56 0.1172
H 10.12 2.99 14.23 0.1180
H 10.99 4.56 15.05 0.1131
H 12.42 5.82 16.59 0.1084
H 12.05 5.66 19.05 0.1121
H 10.71 4.82 20.92 0.1208
H 8.89 3.52 21.77 0.1248
H 7.38 2.29 20.08 0.0789
H 9.92 2.46 12.03 0.1225
C 5.15 4.49 15.69 -0.0457
N 6.33 4.63 16.57 -0.1804
C 7.33 5.52 15.85 -0.0459
C 5.89 5.16 17.85 -0.2133
C 5.98 6.48 18.17 -0.0465
C 5.39 6.97 19.32 -0.0983
C 4.68 6.08 20.13 -0.0911
C 4.61 4.72 19.84 -0.0147
C 5.28 4.22 18.69 -0.2296
N 5.36 2.90 18.33 -0.0670
C 4.90 1.85 19.15 -0.2586
C 5.02 1.79 20.56 -0.0568
C 4.63 0.68 21.24 -0.0746
C 4.10 -0.42 20.57 -0.0632
C 4.00 -0.39 19.19 -0.0246
C 4.44 0.71 18.48 -0.2503
N 4.54 0.71 17.02 -0.2800
C 4.77 -0.63 16.39 -0.0615
C 3.37 1.38 16.44 -0.0403
H 4.73 5.48 15.44 0.1066
H 4.41 3.91 16.23 0.0674
H 5.51 3.96 14.80 0.0850
H 7.64 5.00 14.95 0.0807
H 6.87 6.44 15.52 0.0830
H 8.20 5.68 16.44 0.0776
H 6.42 7.22 17.50 0.1130
H 5.46 8.01 19.60 0.0946
H 4.17 6.43 21.03 0.0993
H 4.05 4.05 20.50 0.1013
H 5.58 2.56 21.08 0.1102
H 4.78 0.64 22.29 0.0991
H 3.79 -1.30 21.11 0.1053
H 3.69 -1.30 18.69 0.1139
H 3.91 -1.27 16.50 0.0824
H 5.67 -1.10 16.85 0.0721
H 5.00 -0.42 15.31 0.1062
H 2.47 0.79 16.53 0.0942
H 3.56 1.60 15.39 0.0955
H 3.20 2.28 16.98 0.0815
S 9.62 -2.19 17.87 0.5119
C 8.57 -0.97 17.52 -1.7598
S 8.36 -0.28 15.95 0.5869
S 7.54 -0.23 18.69 0.5944
```

* orbital gap: 0.217 Eh
* HOMO: -7.1 eV
* energy relative to the best compared isomer or geometry (same formula, charge and spin): 0.0 kJ/mol
* LUMO energy: -1.156 eV

Record 3
The following is a DFT calculation (the ωB97M-V functional and the def2-TZVPD basis) of a structure of composition C33H30IrN7Se2.

Geometry as XYZ:
```
73
Properties=species:S:1:pos:R:3:lowdin_charge:R:1
Ir -0.13 0.06 -0.33 1.2414
C 2.95 -0.70 -3.31 -0.0354
C 1.79 -0.21 -2.73 -0.0343
N 1.60 -0.23 -1.40 -0.0192
C 2.65 -0.71 -0.67 -0.1470
C 3.77 -1.25 -1.29 -0.0307
N 3.92 -1.26 -2.61 0.1432
C 2.51 -0.58 0.79 -0.1529
C 3.51 -0.75 1.73 0.0884
C 3.27 -0.44 3.08 -0.0901
C 2.02 0.09 3.40 0.0799
C 1.05 0.25 2.43 -0.2047
N 1.29 -0.14 1.16 -0.0421
C -0.25 0.93 2.59 -0.2021
C -0.71 1.42 3.81 -0.0397
N -1.84 2.11 3.91 0.1446
C -2.51 2.34 2.79 -0.0389
C -2.08 1.85 1.56 -0.1270
N -0.97 1.12 1.46 -0.0096
C 4.33 -0.62 4.11 -0.0894
C 5.54 -1.26 3.80 0.0611
C 6.50 -1.41 4.79 0.0066
N 6.28 -0.95 6.00 0.3113
C 5.16 -0.35 6.35 0.0056
C 4.15 -0.16 5.42 0.0607
H 3.07 -0.65 -4.38 0.1380
H 1.02 0.22 -3.35 0.1257
H 4.57 -1.67 -0.70 0.1291
H 4.49 -1.07 1.40 0.1150
H 1.81 0.41 4.41 0.1130
H -0.15 1.27 4.72 0.1292
H -3.41 2.93 2.86 0.1379
H -2.63 2.06 0.66 0.0781
H 5.77 -1.66 2.83 0.1315
H 7.45 -1.90 4.59 0.1700
H 5.07 0.00 7.37 0.1698
H 3.27 0.35 5.75 0.1302
C -1.29 -2.13 3.33 -0.3410
Se -0.88 -2.41 1.45 0.9770
C -2.65 -3.06 0.93 -0.4827
C -3.73 -1.99 1.01 -0.4968
Se -3.43 -0.49 -0.21 0.9864
C -4.27 -1.28 -1.77 -0.3294
H -1.45 -3.10 3.78 0.0448
H -2.16 -1.49 3.47 0.0315
H -0.42 -1.67 3.79 0.0076
H -2.89 -3.89 1.59 0.0868
H -2.54 -3.47 -0.07 0.0589
H -3.81 -1.56 2.00 0.0521
H -4.71 -2.40 0.75 0.0837
H -5.30 -1.50 -1.49 0.0422
H -3.75 -2.18 -2.08 0.0334
H -4.26 -0.53 -2.56 0.0300
C -1.44 3.52 -2.52 -0.0118
C -1.96 3.00 -3.69 0.0026
C -1.97 1.63 -3.88 0.0363
C -1.47 0.80 -2.89 -0.2423
N -0.97 1.32 -1.75 -0.0749
C -0.95 2.65 -1.57 -0.1055
C -1.36 -0.66 -2.94 -0.2590
C -1.71 -1.44 -4.04 -0.0083
C -1.48 -2.80 -4.01 -0.0415
C -0.89 -3.38 -2.90 -0.0400
C -0.52 -2.61 -1.80 -0.1378
C -0.77 -1.25 -1.80 -0.2869
H -1.40 4.59 -2.34 0.1272
H -2.35 3.66 -4.46 0.1337
H -2.37 1.21 -4.79 0.1277
H -0.52 3.00 -0.64 0.1124
H -2.15 -0.98 -4.92 0.1248
H -1.75 -3.41 -4.86 0.1244
H -0.68 -4.44 -2.89 0.1238
H 0.00 -3.09 -0.98 0.0632
```

* orbital gap (spin up / spin down): 0.183 / 0.091 Eh
* multiplicity: 2
* HOMO (spin up / spin down): -14.9 / -14.9 eV
* net charge: +3
* energy relative to the best compared isomer or geometry (same formula, charge and spin): 307.1 kJ/mol
* <S²>: 0.759
* LUMO energy (spin up / spin down): -9.910 / -12.413 eV